# 1
Molecular formula: CH5N2O2Si
Method: DFT, ωB97M-V with the def2-TZVPD basis set

Properties
- highest occupied orbital energy (Eh) = -0.15402
- E_LUMO (eV) = 4.110
- spin multiplicity = 1
- Kohn-Sham gap (eV) = 8.30
- total charge = -1

```
11
Properties=species:S:1:pos:R:3:forces:R:3:nbo_charge:R:1
C -0.712 0.781 -2.615 -0.6 -0.6 1.6 -0.158
N -1.000 -0.225 -3.547 -0.5 0.3 -0.4 0.344
N -0.110 0.538 -3.928 1.1 -0.9 -2.0 -0.230
O 0.106 0.483 0.108 -0.5 0.0 0.4 -1.359
O -1.697 -1.182 -3.828 0.0 -0.4 -0.6 -0.435
Si 0.810 -0.821 0.641 -1.0 0.3 0.6 1.264
H -1.412 1.584 -2.619 -0.4 0.6 0.5 0.155
H -0.277 0.352 -1.714 0.4 1.1 0.6 0.286
H 1.811 -1.058 -0.440 0.7 -0.8 0.4 -0.278
H 1.331 -0.644 2.131 0.1 -0.4 -1.1 -0.289
H -0.077 -2.139 0.785 0.7 0.7 -0.1 -0.301
```
Positions in Å, forces in eV/Å.

# 2
Molecular formula: CH5N2O2Si
Method: DFT, ωB97M-V with the def2-TZVPD basis set

Properties
- highest occupied orbital energy (Eh) = -0.11023
- E_LUMO (eV) = 4.056
- spin multiplicity = 1
- Kohn-Sham gap (eV) = 7.06
- total charge = -1

```
11
Properties=species:S:1:pos:R:3:forces:R:3:nbo_charge:R:1
C 1.466 -0.315 0.139 2.2 0.7 -0.9 -0.133
N 0.998 -0.675 1.432 -0.9 -0.6 1.6 0.021
N 0.119 -0.072 0.129 -0.2 -0.5 1.5 -0.292
O -0.673 -0.982 -0.564 -0.4 -2.4 -0.5 -0.727
O 0.991 0.174 2.386 0.9 0.3 0.1 -0.662
Si -1.520 0.427 -0.594 -0.2 -0.1 -0.9 1.183
H 2.007 0.599 -0.087 0.6 0.3 0.4 0.154
H 1.870 -1.170 -0.403 -0.3 0.0 -0.2 0.171
H -2.214 0.882 0.647 0.0 0.2 -0.5 -0.193
H -0.635 1.208 -1.424 -0.3 1.8 -0.7 -0.230
H -2.409 -0.076 -1.661 -1.4 0.2 -0.1 -0.291
```
Positions in Å, forces in eV/Å.

# 3
Molecular formula: CH5N2O3S
Method: DFT, ωB97M-V with the def2-TZVPD basis set

Properties
- highest occupied orbital energy (Eh) = -0.53699
- E_LUMO (eV) = -4.694
- spin multiplicity = 1
- Kohn-Sham gap (eV) = 9.92
- total charge = +1

```
12
Properties=species:S:1:pos:R:3:forces:R:3:nbo_charge:R:1
C -0.186 -0.704 -0.161 -0.2 0.7 0.3 0.364
N 0.093 -1.218 1.004 0.4 -0.5 1.0 -0.726
N 0.670 -0.216 -1.050 -0.7 0.5 -0.6 -0.740
O -2.759 -1.191 0.654 0.5 0.0 -0.2 -0.821
O -1.498 2.137 -0.442 -0.4 2.2 -0.1 -0.460
O -1.730 1.114 0.512 -0.8 -1.0 -0.3 -0.435
S -2.125 -0.395 -0.362 1.2 1.8 0.9 1.517
H 1.011 -1.574 1.315 -0.5 0.7 -0.5 0.444
H -0.625 -1.245 1.751 0.2 -0.3 -1.0 0.458
H 1.596 0.207 -0.856 -0.8 -0.9 0.3 0.450
H 0.263 0.151 -1.927 0.3 -0.4 0.8 0.438
H -1.889 3.034 -0.075 0.6 -2.8 -0.4 0.511
```
Positions in Å, forces in eV/Å.

# 4
Molecular formula: CH5N2OS
Method: DFT, ωB97M-V with the def2-TZVPD basis set

Properties
- highest occupied orbital energy (Eh) = -0.53688
- E_LUMO (eV) = -6.652
- spin multiplicity = 1
- Kohn-Sham gap (eV) = 7.96
- total charge = +1

```
10
Properties=species:S:1:pos:R:3:forces:R:3:nbo_charge:R:1
C 1.056 -0.522 0.048 0.8 0.4 0.3 0.507
N -0.866 1.185 -0.046 -1.7 -1.8 -0.5 -1.121
N 0.183 -1.418 -0.176 -1.9 -1.5 -0.6 -0.715
O 2.054 0.025 -0.567 -1.1 0.0 0.9 -0.390
S 1.816 0.285 1.283 1.1 0.3 -0.1 0.648
H -1.459 0.777 -0.888 1.4 2.1 2.2 0.390
H -1.342 0.810 0.809 0.4 0.5 -1.0 0.364
H -0.160 -1.561 -1.131 0.5 -0.2 0.3 0.451
H -0.838 2.201 0.098 -0.5 -0.5 -0.9 0.407
H -0.445 -1.783 0.571 0.9 0.6 -0.7 0.458
```
Positions in Å, forces in eV/Å.

# 5
Molecular formula: CH5N2P
Method: DFT, ωB97M-V with the def2-TZVPD basis set

Properties
- highest occupied orbital energy (Eh) = -0.33124
- E_LUMO (eV) = 0.696
- spin multiplicity = 1
- structure (SMILES) = C/N=P/N
- Kohn-Sham gap (eV) = 9.71
- total charge = 0

```
9
Properties=species:S:1:pos:R:3:forces:R:3:nbo_charge:R:1
C 0.296 1.598 -0.200 1.4 -2.6 0.0 -0.413
N -0.043 0.157 -0.269 -0.6 3.7 -1.8 -0.964
P 0.472 -0.818 0.775 -0.3 -1.9 -0.1 1.185
N -0.354 -2.102 0.064 1.1 -0.5 1.4 -1.160
H 1.067 1.611 0.529 1.1 1.1 0.7 0.165
H 0.639 2.045 -1.108 0.2 -0.2 -0.8 0.195
H -0.494 2.154 0.142 -2.1 1.2 0.8 0.191
H -0.539 -2.904 0.638 -0.4 -0.4 -0.2 0.384
H -1.044 -1.740 -0.572 -0.3 -0.4 -0.1 0.417
```
Positions in Å, forces in eV/Å.

# 6
Molecular formula: CH5N2P
Method: DFT, ωB97M-V with the def2-TZVPD basis set

Properties
- highest occupied orbital energy (Eh) = -0.29925
- E_LUMO (eV) = 0.368
- spin multiplicity = 1
- Kohn-Sham gap (eV) = 8.51
- total charge = 0

```
9
Properties=species:S:1:pos:R:3:forces:R:3:nbo_charge:R:1
C 0.695 0.346 -0.929 -2.1 1.1 -0.7 -0.770
N -1.754 0.401 1.156 -0.8 1.9 0.4 -0.416
N -1.369 1.254 0.374 -0.4 -0.1 0.2 -0.212
P 0.799 -1.263 -0.530 1.2 0.1 0.0 0.328
H 1.330 1.236 -0.662 -0.6 -1.2 -0.5 0.232
H -0.329 0.607 -1.459 2.5 -0.3 0.9 0.230
H -2.782 0.440 1.451 1.3 -0.9 -0.1 0.334
H -1.056 -0.081 1.758 -0.5 -0.6 -0.1 0.334
H 2.144 -1.238 0.025 -0.6 0.0 0.0 -0.060
```
Positions in Å, forces in eV/Å.

# 7
Molecular formula: CH5N2P
Method: DFT, ωB97M-V with the def2-TZVPD basis set

Properties
- highest occupied orbital energy (Eh) = -0.33089
- E_LUMO (eV) = 0.803
- spin multiplicity = 1
- structure (SMILES) = [H]/N=P/NC
- Kohn-Sham gap (eV) = 9.81
- total charge = 0

```
9
Properties=species:S:1:pos:R:3:forces:R:3:nbo_charge:R:1
H 2.656 -0.848 -2.376 -2.5 -0.1 0.6 0.374
N 1.671 -0.913 -1.917 3.5 -0.6 -1.8 -1.223
P 1.312 0.407 -1.201 0.0 0.1 0.4 1.212
N 0.121 -0.201 -0.262 0.2 0.5 0.1 -0.953
C -0.616 0.460 0.755 -2.0 -1.9 1.4 -0.422
H -0.031 -1.210 -0.311 0.2 0.5 -0.1 0.418
H -0.691 1.499 0.873 0.7 1.7 -1.0 0.215
H -1.648 0.147 0.566 -0.2 0.2 0.6 0.193
H -0.347 0.142 1.774 0.0 -0.3 -0.3 0.185
```
Positions in Å, forces in eV/Å.

# 8
Molecular formula: CH5N2S
Method: DFT, ωB97M-V with the def2-TZVPD basis set

Properties
- highest occupied orbital energy (Eh) = -0.53086
- E_LUMO (eV) = -4.785
- spin multiplicity = 1
- structure (SMILES) = N/C=[NH+]/S
- Kohn-Sham gap (eV) = 9.66
- total charge = +1

```
9
Properties=species:S:1:pos:R:3:forces:R:3:nbo_charge:R:1
N -1.400 0.483 -0.650 3.0 -1.0 -2.4 -0.688
C -0.336 0.407 0.116 2.6 -3.9 -0.6 0.396
N 0.816 -0.358 -0.216 -2.9 2.8 0.3 -0.693
S 2.114 -0.400 0.933 0.9 1.3 -1.4 0.286
H -2.242 0.795 -0.246 -1.3 0.6 0.0 0.449
H -1.296 0.157 -1.704 -0.8 1.0 3.1 0.457
H -0.246 0.547 1.191 -1.1 1.0 -0.1 0.242
H 0.997 -0.418 -1.217 0.5 -0.6 0.3 0.424
H 1.593 -1.213 1.792 -0.8 -1.2 0.7 0.125
```
Positions in Å, forces in eV/Å.

# 9
Molecular formula: CH5N2Si
Method: DFT, ωB97M-V with the def2-TZVPD basis set

Properties
- highest occupied orbital energy (Eh) = -0.59855
- E_LUMO (eV) = -5.660
- spin multiplicity = 1
- Kohn-Sham gap (eV) = 10.63
- total charge = +1

```
9
Properties=species:S:1:pos:R:3:forces:R:3:nbo_charge:R:1
C 1.287 -0.216 0.065 0.2 -0.2 1.2 -1.130
N -1.660 1.886 -0.552 1.1 -2.4 0.6 0.308
N -1.202 0.921 -0.250 -2.1 5.0 -0.9 -0.166
Si -0.491 -0.632 0.340 -1.8 -0.8 -2.3 1.179
H 1.822 -0.437 1.048 -0.2 0.0 -1.6 0.297
H 1.505 -0.889 -0.799 0.7 0.8 0.8 0.293
H 1.405 0.891 -0.118 -0.1 -1.3 -0.1 0.297
H -1.326 -0.500 1.611 0.7 -0.7 -0.7 -0.052
H -1.340 -1.024 -1.344 1.4 -0.3 3.1 -0.025
```
Positions in Å, forces in eV/Å.

# 10
Molecular formula: CH5N3
Method: DFT, ωB97M-V with the def2-TZVPD basis set

Properties
- highest occupied orbital energy (Eh) = -0.34751
- E_LUMO (eV) = 0.604
- spin multiplicity = 1
- structure (SMILES) = [H]/N=C\NN
- Kohn-Sham gap (eV) = 10.06
- total charge = 0

```
9
Properties=species:S:1:pos:R:3:forces:R:3:nbo_charge:R:1
H 1.169 -1.348 -0.071 0.5 -1.6 -0.7 0.323
N 1.837 -0.579 -0.066 -2.7 -0.2 1.2 -0.649
C 0.962 0.345 0.067 3.2 4.5 -1.1 0.256
N -0.419 0.485 -0.277 4.1 3.3 1.5 -0.509
N -1.107 -0.661 0.084 -3.1 1.3 0.9 -0.667
H 1.526 1.366 0.266 -1.7 -1.3 -0.5 0.133
H -0.700 1.496 0.018 -0.1 -2.8 -0.5 0.370
H -1.461 -0.861 -0.869 -1.3 -0.8 1.6 0.376
H -1.808 -0.243 0.847 1.1 -2.3 -2.6 0.366
```
Positions in Å, forces in eV/Å.

Please write out number 7 again, unchanged.
Molecular formula: CH5N2P
Method: DFT, ωB97M-V with the def2-TZVPD basis set

Properties
- highest occupied orbital energy (Eh) = -0.33089
- E_LUMO (eV) = 0.803
- spin multiplicity = 1
- structure (SMILES) = [H]/N=P/NC
- Kohn-Sham gap (eV) = 9.81
- total charge = 0

```
9
Properties=species:S:1:pos:R:3:forces:R:3:nbo_charge:R:1
H 2.656 -0.848 -2.376 -2.5 -0.1 0.6 0.374
N 1.671 -0.913 -1.917 3.5 -0.6 -1.8 -1.223
P 1.312 0.407 -1.201 0.0 0.1 0.4 1.212
N 0.121 -0.201 -0.262 0.2 0.5 0.1 -0.953
C -0.616 0.460 0.755 -2.0 -1.9 1.4 -0.422
H -0.031 -1.210 -0.311 0.2 0.5 -0.1 0.418
H -0.691 1.499 0.873 0.7 1.7 -1.0 0.215
H -1.648 0.147 0.566 -0.2 0.2 0.6 0.193
H -0.347 0.142 1.774 0.0 -0.3 -0.3 0.185
```
Positions in Å, forces in eV/Å.